This record from the OMol25 dataset describes a 5-piece molecular cluster, C14H32Cl8O3P2 overall. The level of theory is wB97M-V/def2-TZVPD.

Element x y z (Å)
Cl: -2.097 -2.649 0.088
Cl: -0.362 2.357 -9.230
Cl: 2.377 -0.684 -4.393
Cl: -3.185 -3.246 -3.074
Cl: 3.927 0.279 6.945
Cl: -0.596 0.912 -4.426
Cl: 0.551 0.238 7.321
Cl: -0.622 5.709 -8.664
P: 0.656 -3.603 2.011
P: 1.734 -1.702 1.695
O: 1.027 -1.182 0.282
O: 0.414 1.596 0.747
O: 1.582 -4.749 2.143
C: 1.765 0.583 8.581
C: -0.256 3.192 -7.658
C: 1.678 -0.058 -0.332
C: -3.741 -4.048 -1.582
C: -0.348 -0.850 -4.558
C: -3.749 -3.109 -0.405
C: -0.827 2.263 0.851
C: 2.316 0.144 3.686
C: 2.962 1.311 8.029
C: -1.162 4.393 -7.590
C: 0.834 -1.292 -3.740
C: 0.647 1.034 -0.518
C: 1.151 -0.650 3.099
C: -2.037 1.320 0.861
H: 3.615 1.619 8.844
H: 2.442 0.346 0.327
H: -2.650 1.519 -0.013
H: 0.745 -0.942 -2.716
H: -0.544 2.471 -6.896
H: 2.665 2.196 7.471
H: -0.239 0.553 -0.934
H: -1.705 0.297 0.763
H: 1.276 1.200 9.334
H: -4.299 -2.197 -0.627
H: -2.653 1.456 1.738
H: 2.806 0.746 2.931
H: -4.214 -3.593 0.452
H: 0.816 -1.340 3.873
H: 0.991 1.769 -1.252
H: 0.297 -0.024 2.866
H: 3.045 -0.552 4.078
H: 0.893 -2.379 -3.728
H: 2.110 -0.383 -1.270
H: -2.182 4.135 -7.865
H: 0.782 3.468 -7.496
H: 2.051 -0.361 9.037
H: -1.249 -1.335 -4.188
H: -0.941 3.041 0.096
H: -0.803 2.779 1.805
H: 1.957 0.766 4.496
H: -4.751 -4.407 -1.770
H: -3.096 -4.904 -1.402
H: -0.230 -3.726 0.922
H: -1.165 4.790 -6.577
H: -0.175 -3.426 3.145
H: -0.232 -1.092 -5.611

Cartesian forces (eV/Å) of the 3 atoms listed first:
-0.3925 0.2309 -0.2503
0.0133 -0.0003 -0.0234
0.0046 0.0199 0.0397

Computed properties:
Electronic energy: -5142.57849 Ha
LUMO energy: 0.379 eV
Gap between HOMO and LUMO: 8.9 eV
SMILES: CCOCCOP(CC)[PH2]=O.ClCCCl.ClCCCl.ClCCCl.ClCCCl
E_HOMO: -8.56 eV

This record from the OMol25 dataset describes C14H32IrN3O8P2Sb as an isolated structure. The level of theory is wB97M-V/def2-TZVPD.

Element x y z (Å)
Ir: -0.042 1.067 0.983
Sb: -1.074 -2.428 -1.935
P: -2.919 0.838 -0.527
P: -0.642 2.790 -0.939
O: -0.854 3.059 0.540
O: -1.772 0.218 0.245
O: 0.387 1.686 -1.128
O: -1.107 0.880 3.744
O: -3.695 -0.007 -1.466
O: -0.299 4.093 -1.764
O: -3.815 1.643 0.506
O: 0.810 -0.677 0.804
N: 1.735 1.881 1.475
N: -1.800 1.256 -2.856
N: 3.878 2.234 1.339
C: -2.575 -3.019 -0.527
C: 0.024 -4.274 -1.856
C: -3.191 3.177 -2.091
C: 0.096 -2.431 2.286
C: -0.663 0.930 2.703
C: 2.075 2.768 2.466
C: 2.303 -2.439 1.100
C: 5.260 2.148 0.878
C: -2.228 -3.008 -3.659
C: -2.175 2.128 -1.671
C: 3.412 2.995 2.384
C: 1.930 -0.896 3.013
C: 1.269 -1.574 1.814
C: 2.839 1.575 0.815
H: 4.063 3.619 2.971
H: -2.729 -4.096 -0.584
H: 5.880 2.751 1.535
H: -2.675 -3.990 -3.504
H: 0.372 -4.468 -0.842
H: -0.359 -2.935 1.434
H: -2.789 3.826 -2.871
H: -0.669 -1.814 2.764
H: 1.257 -0.210 3.529
H: 2.890 0.886 -0.012
H: -0.930 0.740 -2.649
H: -3.445 3.796 -1.231
H: -3.029 -2.290 -3.836
H: 3.143 -1.827 0.767
H: -4.760 1.575 0.321
H: -0.197 4.899 -1.240
H: -1.588 -3.047 -4.540
H: 0.887 -4.236 -2.519
H: -0.630 -5.089 -2.164
H: -1.697 1.786 -3.720
H: 2.220 -1.659 3.737
H: 2.682 -3.216 1.766
H: 2.833 -0.351 2.730
H: 1.349 3.174 3.147
H: -2.288 -2.741 0.485
H: 5.601 1.116 0.916
H: 0.417 -3.185 3.006
H: -4.107 2.708 -2.452
H: -2.568 0.555 -2.929
H: 1.859 -2.912 0.226
H: 5.341 2.528 -0.138
H: -3.499 -2.503 -0.782

Cartesian forces (eV/Å) of the 3 atoms listed first:
-0.2711 0.1803 -0.0376
-0.0981 -0.0237 -0.1357
-0.0941 -0.0490 0.0469

Computed properties:
Energy above the lowest of the compared OMol25 structures with the same formula, charge and spin: 22.6 kJ/mol
Electronic energy: -2346.17474 Ha
LUMO energy: -2.337 eV
Net charge: +1
Gap between HOMO and LUMO: 8.0 eV
E_HOMO: -10.34 eV

This record from the OMol25 dataset describes a single C14H32N2O6SSi molecule in a non-equilibrium geometry. The level of theory is wB97M-V/def2-TZVPD.

Element x y z (Å)
S: 2.078 -2.000 -3.058
Si: -2.461 0.725 3.094
O: 0.389 -0.033 -4.416
O: 0.542 -2.423 -3.383
O: 0.592 1.359 -4.560
O: -1.653 -0.406 2.158
O: 2.176 -2.724 -1.595
O: 2.844 -2.812 -3.939
N: 0.052 -3.672 0.022
N: 1.000 0.490 -1.033
C: 1.895 1.379 -0.283
C: 3.622 3.190 -0.519
C: -0.436 -1.485 -1.223
C: 2.787 2.152 -1.248
C: -0.693 0.222 1.290
C: -3.048 2.178 2.038
C: -1.361 1.402 4.473
C: 0.790 -0.874 -0.508
C: -0.455 -1.607 -2.765
C: 0.428 -0.757 0.977
C: -3.996 -0.010 3.882
C: -0.663 -0.266 -3.497
C: 2.108 -1.691 -0.581
C: -0.959 -2.797 -0.590
H: -0.213 -3.962 0.952
H: 1.300 -0.496 1.563
H: -0.363 0.983 4.374
H: -1.755 1.229 5.464
H: -1.171 0.634 0.408
H: -2.297 2.957 1.976
H: -1.605 -0.281 -4.040
H: -3.798 -0.930 4.420
H: -1.245 2.468 4.315
H: -0.738 0.554 -2.796
H: -1.543 -3.364 -1.306
H: -1.663 -2.524 0.188
H: -0.254 1.074 1.817
H: 3.032 4.076 -0.313
H: -4.311 0.720 4.623
H: 1.309 2.082 0.303
H: 2.564 0.858 0.402
H: 0.127 -1.718 1.358
H: 2.278 -2.194 0.358
H: 2.970 -1.047 -0.730
H: 2.145 2.607 -1.995
H: 4.461 3.475 -1.141
H: 0.779 1.691 -3.665
H: -1.366 -2.149 -2.966
H: -4.802 -0.116 3.166
H: -3.210 1.826 1.022
H: 0.229 -4.474 -0.564
H: -1.229 -0.765 -1.055
H: 4.000 2.809 0.423
H: 1.351 0.455 -1.982
H: 3.438 1.414 -1.705
H: -3.995 2.569 2.390

Cartesian forces (eV/Å) of the 3 atoms listed first:
-0.1153 0.1007 0.4812
-0.7353 0.2273 0.5512
0.4794 -0.2372 0.4754

Computed properties:
Electronic energy: -1801.16936 Ha
LUMO energy: 0.445 eV
Gap between HOMO and LUMO: 9.6 eV
E_HOMO: -9.15 eV

This record from the OMol25 dataset describes a 5-piece molecular cluster, C14H32N5O7 overall in a non-equilibrium geometry. The level of theory is wB97M-V/def2-TZVPD.

Element x y z (Å)
O: -3.729 -2.599 3.023
O: 1.866 0.029 4.518
O: 0.207 1.924 -1.716
O: 5.300 0.205 0.140
O: -3.683 1.527 -0.785
O: -0.693 0.279 -0.502
O: -5.028 0.207 -2.672
N: -3.392 -1.105 -3.428
N: 3.563 -0.210 -1.208
N: -1.827 -2.155 4.137
N: 2.759 2.057 4.189
N: -2.883 2.601 -1.216
C: -1.688 2.540 -0.333
C: -2.186 -1.067 1.989
C: -4.449 -0.286 -3.631
C: 5.568 -1.614 -1.397
C: -0.544 -1.506 4.328
C: -2.577 -1.780 -4.415
C: 4.815 -0.474 -0.758
C: -2.661 -1.999 3.074
C: -4.870 -0.012 -5.053
C: 2.817 -0.890 -2.250
C: 3.409 3.115 3.441
C: 2.738 0.455 2.332
C: -0.658 1.463 -0.879
C: 2.418 0.812 3.758
H: -2.634 -2.856 -4.237
H: -4.056 0.466 -5.601
H: -0.577 -0.931 5.254
H: -4.415 1.375 -1.412
H: 5.029 -2.551 -1.248
H: 2.513 2.230 5.151
H: 6.548 -1.701 -0.934
H: 5.703 -1.425 -2.464
H: 3.120 0.565 -0.736
H: -2.067 2.155 0.642
H: -0.311 -0.844 3.503
H: 2.212 1.131 1.655
H: -5.159 -0.942 -5.546
H: -1.205 3.538 -0.262
H: 3.626 2.817 2.419
H: -1.542 -1.455 -4.292
H: -2.167 -2.793 4.839
H: 2.403 -0.561 2.134
H: -2.589 2.475 -2.190
H: 4.342 3.377 3.946
H: 2.563 -0.165 -3.025
H: -3.168 -1.237 -2.450
H: -2.048 -0.063 2.393
H: -1.247 -1.439 1.578
H: 1.894 -1.281 -1.818
H: -2.915 -1.013 1.185
H: 2.754 3.988 3.431
H: 3.384 -1.706 -2.691
H: -2.904 -1.567 -5.429
H: -5.726 0.659 -5.051
H: 3.814 0.505 2.155
H: 0.234 -2.267 4.413

Cartesian forces (eV/Å) of the 3 atoms listed first:
0.0749 -0.0187 0.0603
0.1555 0.0848 0.1065
-1.1493 -0.1235 0.7891

Computed properties:
Energy above the lowest of the compared OMol25 structures with the same formula, charge and spin: 0.0 kJ/mol
Electronic energy: -1353.17329 Ha
LUMO energy: 2.729 eV
Net charge: -1
Gap between HOMO and LUMO: 6.8 eV
E_HOMO: -4.11 eV

This record from the OMol25 dataset describes C14H33CoN7O6 as an isolated structure in a non-equilibrium geometry. The level of theory is wB97M-V/def2-TZVPD.

Element x y z (Å)
Co: -0.334 0.195 -0.838
O: -1.816 2.434 -1.326
O: 1.228 -2.123 -0.933
O: -3.182 0.209 -0.780
O: -0.417 -0.097 -2.687
O: 0.978 0.033 -4.560
O: 2.567 -0.056 -0.954
N: 1.512 0.665 -1.107
N: 0.078 -1.569 -0.587
N: -1.189 0.730 2.973
N: -2.031 -0.540 -0.658
N: -0.614 1.979 -1.259
N: 0.358 0.313 1.265
N: 0.792 -0.381 3.468
C: 0.484 2.672 -1.664
C: 2.237 -1.121 -4.922
C: -2.151 1.302 2.053
C: 1.692 1.968 -1.395
C: 3.082 2.456 -1.426
C: -0.888 -2.438 -0.191
C: -3.478 -2.516 -0.392
C: -0.014 0.220 2.514
C: 0.191 -1.266 4.450
C: 2.184 -0.677 3.155
C: -0.596 -3.816 0.227
C: -1.281 1.269 4.316
C: 0.412 4.037 -2.257
C: -2.165 -1.853 -0.350
H: -4.178 -2.129 -1.144
H: -3.047 1.600 2.619
H: 2.726 -0.840 4.098
H: 2.636 0.183 2.637
H: 3.139 3.494 -1.769
H: -0.709 -4.551 -0.591
H: 0.444 -0.935 5.461
H: 3.680 1.819 -2.094
H: 2.283 -1.583 2.526
H: 0.451 -3.821 0.527
H: 2.312 -1.633 -3.996
H: -3.952 -2.430 0.589
H: 1.303 -0.070 1.181
H: -2.858 1.155 -0.984
H: -0.299 1.312 4.784
H: -0.892 -1.287 4.343
H: 0.573 -2.284 4.329
H: 1.321 4.598 -2.001
H: -3.326 -3.575 -0.606
H: 3.516 2.385 -0.416
H: 0.403 -0.005 -3.555
H: -2.455 0.527 1.343
H: 0.351 4.037 -3.360
H: 1.498 -1.640 -5.473
H: -1.109 -0.786 -2.851
H: -1.969 0.675 4.925
H: 0.678 0.790 -5.134
H: -1.691 2.279 4.236
H: -0.449 4.586 -1.866
H: -1.229 -4.085 1.086
H: 3.089 -0.702 -5.447
H: -1.745 2.180 1.516
H: 1.865 -1.295 -1.047

Cartesian forces (eV/Å) of the 3 atoms listed first:
1.5461 -0.7102 2.4040
2.0703 0.2700 -0.3193
0.6316 0.0329 -0.1324

Computed properties:
Electronic energy: -2770.18724 Ha
LUMO energy (alpha / beta): -3.045 / -4.861 eV
Net charge: +1
Expectation value of S²: 6.0768
Gap between HOMO and LUMO (alpha / beta): 6.2 / 6.0 eV
Multiplicity: 5
E_HOMO (alpha / beta): -9.22 / -10.90 eV

This record from the OMol25 dataset describes C14H33F6NNaO17S6 as an isolated structure in a non-equilibrium geometry. The level of theory is wB97M-V/def2-TZVPD.

Element x y z (Å)
S: -1.951 2.336 2.447
S: 1.405 -2.087 2.330
S: 3.510 0.118 -1.548
S: -3.543 -1.140 0.561
S: -0.872 -2.568 -2.605
S: 4.508 1.752 -3.473
Na: 0.003 0.245 -0.338
F: 3.004 -0.215 -4.554
F: 5.055 -0.339 -5.074
F: 2.781 1.265 0.742
F: 4.381 -0.190 0.954
F: 4.757 1.795 0.132
F: 3.849 1.210 -5.954
O: 0.245 2.345 -1.173
O: -1.008 1.407 1.872
O: 2.221 -0.560 -1.545
O: 1.521 -1.026 1.354
O: -1.253 3.778 2.708
O: -1.572 -3.349 -1.599
O: 0.342 -3.057 2.333
O: -4.725 -1.601 -0.131
O: 0.316 -3.539 -3.105
O: 4.317 3.024 -4.117
O: 4.623 -0.748 -1.914
O: 1.300 -1.369 3.791
O: 5.893 1.512 -3.111
O: -4.014 -0.242 1.826
O: -0.315 -1.278 -2.289
O: -2.531 -0.352 -0.088
O: -2.666 2.065 3.656
N: 3.371 1.590 -2.367
C: -0.324 5.800 2.019
C: 1.198 -3.607 -5.337
C: 3.016 -2.903 2.486
C: 2.158 -0.247 4.118
C: 4.067 0.540 -4.827
C: 1.343 1.005 4.129
C: -1.875 -2.517 -4.141
C: -0.239 4.290 1.808
C: -6.487 -0.164 1.702
C: -3.110 2.863 1.160
C: 1.325 -2.978 -3.950
C: -2.696 -2.525 1.476
C: 3.888 0.798 0.181
C: -5.250 -0.592 2.503
H: -6.265 0.631 0.991
H: -1.836 -2.846 0.899
H: 3.340 -3.023 1.446
H: 1.936 1.707 4.740
H: -3.432 -3.320 1.572
H: -1.382 -1.985 -4.951
H: 0.184 -3.475 -5.699
H: -0.361 4.039 0.755
H: -3.612 3.779 1.479
H: -0.384 2.952 -0.773
H: -2.436 -2.091 2.437
H: -5.358 -1.547 3.008
H: 2.775 -3.826 2.996
H: -2.653 3.186 0.225
H: -2.021 -3.565 -4.390
H: 1.205 1.460 3.150
H: -2.819 -2.024 -3.919
H: -0.093 5.975 3.068
H: 1.172 -1.903 -4.099
H: 0.412 6.329 1.414
H: 2.345 -2.925 -3.570
H: -5.203 0.237 3.215
H: 3.708 -2.096 2.723
H: 2.581 -0.503 5.092
H: 1.463 -4.665 -5.236
H: -6.860 -1.025 1.149
H: -7.267 0.285 2.319
H: 2.985 -0.244 3.406
H: 0.740 3.937 2.131
H: 1.924 -3.285 -6.084
H: 0.412 1.141 4.681
H: -3.839 2.063 1.071
H: -1.328 6.082 1.705

Cartesian forces (eV/Å) of the 3 atoms listed first:
0.4206 1.5449 -1.7004
0.6120 1.2758 1.2156
-0.6080 0.7276 -1.7844

Computed properties:
Energy above the lowest of the compared OMol25 structures with the same formula, charge and spin: 0.0 kJ/mol
Electronic energy: -5037.67578 Ha
LUMO energy: 1.888 eV
Net charge: -1
Gap between HOMO and LUMO: 5.9 eV
E_HOMO: -4.01 eV

This record from the OMol25 dataset describes C14H33N9O20S as an isolated structure in a non-equilibrium geometry. The level of theory is wB97M-V/def2-TZVPD.

Element x y z (Å)
S: -23.059 1.048 18.283
O: -23.534 0.676 20.349
O: -19.785 -5.094 18.470
O: -27.042 0.469 20.117
O: -22.999 -2.721 21.931
O: -23.758 -4.092 18.052
O: -19.714 -3.207 22.518
O: -21.949 1.645 18.944
O: -17.992 -3.833 21.370
O: -22.173 -3.962 24.747
O: -20.096 -4.436 20.470
O: -24.941 0.777 21.981
O: -23.282 -4.420 20.661
O: -25.395 -0.986 19.891
O: -24.435 2.026 18.387
O: -25.763 -3.302 17.607
O: -21.394 -2.212 20.652
O: -25.266 -3.905 21.438
O: -24.147 -3.081 24.935
O: -23.450 -0.353 18.555
O: -23.014 1.327 16.624
N: -23.289 -3.697 24.321
N: -18.874 -3.052 21.630
N: -22.593 -2.262 20.894
N: -24.045 1.252 21.278
N: -26.242 -0.202 19.424
N: -20.002 0.721 23.544
N: -24.576 -3.216 17.638
N: -24.481 -4.651 20.862
N: -20.352 -4.365 19.262
C: -20.997 -1.080 22.334
C: -18.993 -1.820 20.846
C: -23.759 2.648 21.483
C: -25.125 2.480 17.177
C: -24.326 1.596 16.164
C: -23.997 -2.051 17.083
C: -23.773 -4.338 23.042
C: -23.702 -1.826 19.949
C: -21.313 0.133 21.772
C: -20.786 1.220 22.487
C: -20.121 -0.650 23.330
C: -24.941 -5.894 20.223
C: -21.427 -3.440 18.813
C: -26.606 -0.444 17.988
H: -22.679 2.597 21.344
H: -18.648 -0.938 21.386
H: -19.580 -1.303 23.999
H: -25.667 -0.406 17.436
H: -19.262 1.180 24.055
H: -24.537 -5.109 23.137
H: -25.612 -5.483 19.469
H: -26.929 -1.462 17.773
H: -20.061 -1.610 20.791
H: -24.053 2.891 22.504
H: -21.031 -2.530 19.264
H: -25.549 -6.359 21.000
H: -24.090 -6.498 19.909
H: -22.961 -4.634 22.377
H: -20.907 2.252 22.194
H: -27.346 0.180 17.487
H: -21.379 -3.435 17.724
H: -26.195 2.316 17.302
H: -24.195 3.278 20.708
H: -24.165 2.137 15.231
H: -23.258 -1.610 18.977
H: -21.304 -2.038 21.942
H: -22.915 -2.150 17.169
H: -24.486 -1.927 16.117
H: -24.204 -0.951 20.361
H: -24.155 -1.160 17.691
H: -24.937 3.542 17.020
H: -24.224 -3.478 22.547
H: -24.383 -2.671 19.846
H: -18.555 -2.123 19.896
H: -24.846 0.662 15.957
H: -22.395 -3.662 19.263
H: -21.868 0.206 20.849

Cartesian forces (eV/Å) of the 3 atoms listed first:
-1.9291 2.0163 -1.8688
-1.3387 1.0539 2.6732
-0.1991 0.4965 -0.7550

Computed properties:
Energy above the lowest of the compared OMol25 structures with the same formula, charge and spin: 2262.3 kJ/mol
Electronic energy: -2947.37426 Ha
LUMO energy: -1.426 eV
Gap between HOMO and LUMO: 5.9 eV
E_HOMO: -7.28 eV